Computed, not measured: a molecular structure, C29H29Br2N9ORhS, with ωB97M-V/def2-TZVPD.

Positions of all 72 atoms, in Å:
Rh  0.197  -0.175  -0.223
C  1.432  -2.775  1.992
C  0.817  -1.547  2.590
C  0.868  -1.423  3.997
C  0.253  -0.399  4.644
C  -0.516  0.522  3.904
C  -1.304  1.558  4.467
Br  -1.298  1.850  6.328
C  -2.081  2.346  3.675
C  -2.106  2.137  2.282
Br  -3.209  3.206  1.201
C  -1.339  1.168  1.688
O  -1.339  0.949  0.371
C  -0.517  0.368  2.510
N  0.206  -0.622  1.856
H  1.471  -3.555  2.751
H  2.448  -2.589  1.645
H  0.861  -3.133  1.143
H  1.408  -2.177  4.553
H  0.307  -0.311  5.721
H  -2.688  3.129  4.107
S  1.774  -1.705  -0.942
C  3.129  -0.709  -0.580
N  4.346  -1.152  -0.877
N  5.411  -0.519  -0.446
C  5.704  0.132  0.794
C  6.926  0.783  0.860
C  7.314  1.415  2.034
C  6.489  1.385  3.145
C  5.277  0.708  3.078
C  4.877  0.082  1.910
N  2.962  0.541  -0.117
N  1.785  0.993  0.030
C  1.774  2.421  0.333
C  2.986  3.037  0.660
C  3.015  4.393  0.924
C  1.854  5.153  0.856
C  0.659  4.542  0.519
C  0.615  3.178  0.263
H  6.211  -0.699  -1.031
H  7.574  0.804  -0.010
H  8.268  1.924  2.076
H  6.788  1.880  4.059
H  4.639  0.655  3.951
H  3.944  -0.463  1.886
H  3.887  2.445  0.717
H  3.955  4.861  1.186
H  1.885  6.214  1.070
H  -0.251  5.122  0.444
H  -0.314  2.716  -0.023
C  -1.614  0.957  -2.340
N  -1.920  1.386  -3.683
C  -1.809  0.250  -4.601
N  -0.454  -0.309  -4.577
C  -0.134  -0.745  -3.240
N  -0.207  0.393  -2.240
C  0.731  1.468  -2.731
N  0.415  1.891  -4.075
C  -0.958  2.412  -4.096
C  0.491  0.737  -4.977
H  -2.311  0.177  -2.031
H  -1.697  1.792  -1.652
H  -2.036  0.586  -5.611
H  -2.524  -0.522  -4.313
H  0.866  -1.159  -3.216
H  -0.846  -1.511  -2.923
H  1.745  1.066  -2.698
H  0.651  2.318  -2.061
H  -1.197  2.735  -5.108
H  -1.030  3.268  -3.423
H  1.504  0.332  -4.960
H  0.257  1.061  -5.990

Computed properties:
Orbital gap (alpha / beta), eV: 6.1487 / 5.8758
HOMO (alpha / beta), eV: -10.492 / -10.263
Charge: +1